Entry 1:
This record from OMol25 describes a gas-phase ion, C3H8NS (charge +1). The level of theory is wB97M-V/def2-TZVPD.

Structure (XYZ):
```
13
Properties=species:S:1:pos:R:3
C 0.88371 -0.83809 -0.59976
C 0.06048 -0.03935 0.48137
N 0.04782 1.50415 0.17935
C -1.25975 -0.67500 0.51793
S -2.53022 -0.19249 -0.29305
H 0.18598 -1.22442 -1.45795
H 1.50332 -1.76300 -0.28893
H 1.59461 -0.17939 -1.05997
H 0.52197 -0.16632 1.53581
H -0.37147 1.83755 1.04431
H -0.52974 1.57824 -0.68740
H 1.07808 1.82915 -0.17977
H -1.18480 -1.67102 0.80807
```

Its structure (SMILES) is C[C@@H]([NH3+])C=S. Its net charge is +1. The value obtained for the LUMO energy is -0.171 hartree.

Mulliken population analysis, charges in e, atoms 1 to 6: -1.1616, 0.2248, -0.3674, -0.4008, -0.1390, 0.3096

***

Entry 2:
This record from OMol25 describes a gas-phase ion, C3H8NS (charge +1). The level of theory is wB97M-V/def2-TZVPD.

Structure (XYZ):
```
13
Properties=species:S:1:pos:R:3
S -2.36481 0.13329 0.10508
C -0.69318 -0.06051 -0.50203
C 0.44087 1.11343 0.13414
C 1.30549 -0.11164 0.35493
N 0.13935 -1.08485 0.18235
H -3.04864 0.67643 -0.78699
H -0.58339 -0.19445 -1.53529
H 0.01030 1.58050 1.05869
H 0.77065 1.63832 -0.76109
H 2.15874 -0.21454 -0.45215
H 1.67288 -0.43804 1.33803
H 0.39213 -1.89708 -0.27431
H -0.20037 -1.14085 1.13866
```

Its structure (SMILES) is S[C@H]1CC[NH2+]1. Its net charge is +1. The value obtained for the LUMO energy is -0.133 hartree.

Mulliken population analysis, charges in e, atoms 1 to 6: -0.1760, -0.2869, -0.4677, -0.4417, -0.1062, 0.1714

***

Entry 3:
This record from OMol25 describes a gas-phase ion, C3H8NS2 (charge +1). The level of theory is wB97M-V/def2-TZVPD.

Structure (XYZ):
```
14
Properties=species:S:1:pos:R:3
C -0.76506 -1.77514 1.07410
C 0.20650 -0.77970 0.53506
S 1.90981 -1.03314 0.82005
N -0.22062 0.62025 0.15685
C 0.29469 1.08721 -1.19081
S -0.40280 2.80598 -1.30815
H -0.44469 -2.70817 1.36576
H -1.82258 -1.72105 0.94470
H 2.06029 -2.31269 0.68793
H -1.28808 0.69903 0.08076
H -0.04601 1.17462 1.00361
H -0.15582 0.48726 -2.06101
H 1.43127 1.15936 -1.02636
H 0.39504 3.23124 -2.41638
```

Its structure (SMILES) is C=C(S)[NH2+]CS. Its net charge is +1. The value obtained for the LUMO energy is -0.150 hartree.

Mulliken population analysis, charges in e, atoms 1 to 6: -0.8561, 0.4294, -0.1579, -0.3114, -0.4499, -0.2011

***

Entry 4:
This record from OMol25 describes a gas-phase ion, C3H8NS3 (charge +1). The level of theory is wB97M-V/def2-TZVPD.

Structure (XYZ):
```
15
Properties=species:S:1:pos:R:3
S -2.34029 -0.24199 -0.39972
N -0.64058 0.17946 -0.06022
S -0.42851 2.01964 0.71162
C -0.01204 -0.71226 0.93261
C 1.68934 -0.79779 0.44057
S 1.79702 0.67475 -0.61941
C 0.21113 0.21148 -1.28838
H -2.50968 0.62495 -1.31954
H -1.59772 1.91908 1.14483
H -0.38926 -1.69539 1.19624
H 0.10618 -0.25678 1.84134
H 2.27186 -0.68203 1.38243
H 1.85979 -1.70432 -0.13482
H -0.00282 -0.67091 -1.90842
H -0.01443 1.13211 -1.91913
```

Its structure (SMILES) is S[N+]1(S)CCSC1. Its net charge is +1. The value obtained for the LUMO energy is -0.198 hartree.

Mulliken population analysis, charges in e, atoms 1 to 6: 0.0329, -0.1429, 0.1390, -0.5667, -0.5182, -0.0086

***

Entry 5:
This record from OMol25 describes 2 unconnected molecules or ions with the total composition C3H8O. The level of theory is wB97M-V/def2-TZVPD.

Structure (XYZ):
```
12
Properties=species:S:1:pos:R:3
C -0.41693 0.57788 1.45443
C 0.91000 0.61833 1.52301
H -0.84681 1.05899 0.59326
H -0.93069 0.27539 2.35584
H 1.56649 0.76413 0.67248
H 1.46270 0.36595 2.42365
C 0.02460 -0.36304 -1.51261
O -1.34332 -0.80445 -1.60623
H 0.01690 0.68688 -1.24401
H 0.43869 -0.46721 -2.51787
H 0.50890 -0.98127 -0.76562
H -1.39053 -1.73157 -1.37633
```

Its structure (SMILES) is C=C.CO. Its net charge is 0. The value obtained for the LUMO energy is 0.039 hartree.

Mulliken population analysis, charges in e, atoms 1 to 6: -0.4162, -0.5358, 0.2263, 0.2607, 0.2678, 0.2291

***

Entry 6:
This record from OMol25 describes 3 unconnected molecules or ions with the total composition C3H8O. The level of theory is wB97M-V/def2-TZVPD.

Structure (XYZ):
```
12
Properties=species:S:1:pos:R:3
H -1.59989 0.50466 -0.05220
H -2.11612 0.01279 -0.26608
C 0.02993 1.33313 0.95726
C 0.96205 1.01523 0.06537
H -0.57293 2.23479 0.86633
H -0.20597 0.67439 1.79078
H 1.53461 0.09912 0.15981
H 1.14075 1.62260 -0.81719
C -0.74228 -1.69651 -0.61458
O 0.15220 -1.75578 0.18777
H -0.63849 -1.19047 -1.59509
H -1.73672 -2.13955 -0.41556
```

Its structure (SMILES) is [H][H].C=C.C=O. Its net charge is 0. The value obtained for the LUMO energy is 0.034 hartree.

Mulliken population analysis, charges in e, atoms 1 to 6: -0.1522, 0.1914, -0.7643, -0.4505, 0.3548, 0.3293

***

Entry 7:
This record from OMol25 describes a molecular structure, C3H8O. The level of theory is wB97M-V/def2-TZVPD.

Structure (XYZ):
```
12
Properties=species:S:1:pos:R:3
C -1.81043 0.15597 0.27002
C -0.37534 -0.11552 0.57026
O 0.50034 0.69379 0.05248
C 1.80680 0.55942 0.16794
H -1.90748 0.61752 -0.71683
H -2.37908 -0.77935 0.26942
H -2.27830 0.82404 1.00786
H 0.72180 -1.53577 -0.43536
H -0.06960 -0.68343 1.44693
H 1.45140 -1.24554 -0.54401
H 2.36039 1.33522 -0.34336
H 2.18956 0.10230 1.07643
```

Its net charge is 0. The value obtained for the LUMO energy (spin up / spin down) is 0.033 / 0.034 hartree.

Mulliken population analysis, charges in e, atoms 1 to 6: -1.0433, -0.0886, -0.2305, -0.5338, 0.2750, 0.3132

***

Entry 8:
This record from OMol25 describes 2 unconnected molecules or ions with the total composition C3H8O. The level of theory is wB97M-V/def2-TZVPD.

Structure (XYZ):
```
12
Properties=species:S:1:pos:R:3
C 0.95416 0.95676 -1.11121
C -0.71228 0.78341 0.99686
O -0.27478 -0.39688 1.34410
C -0.84065 -1.47207 0.57044
H 0.74548 0.56359 -2.10587
H 1.38429 1.95800 -1.18478
H 1.67508 0.30118 -0.60379
H -0.00356 1.00201 -0.59432
H -0.04719 1.48677 1.56142
H -1.86469 -1.21324 0.28104
H -0.21669 -1.58574 -0.32696
H -0.79918 -2.38381 1.17305
```

Its net charge is 0. The value obtained for the LUMO energy is 0.035 hartree.

Mulliken population analysis, charges in e, atoms 1 to 6: -1.0009, -0.4706, -0.1813, -0.5499, 0.3035, 0.3184

***

Entry 9:
This record from OMol25 describes C3H8O in the gas phase. The level of theory is wB97M-V/def2-TZVPD.

Structure (XYZ):
```
12
Properties=species:S:1:pos:R:3
C 0.27074 -0.23910 1.41178
C -0.30268 0.14839 0.04069
C 0.54473 1.17578 -0.66453
O -0.48900 -0.94889 -0.85355
H 0.08296 -1.30210 1.57500
H 1.33642 -0.03637 1.51332
H -0.20211 0.37140 2.16858
H -1.27669 0.58102 0.20644
H 1.02404 1.80929 0.07219
H 1.29512 0.66866 -1.26765
H -0.01890 1.82087 -1.31930
H -1.11242 -1.54669 -0.43608
```

Its structure (SMILES) is CC(C)O. Its net charge is 0. The value obtained for the LUMO energy is 0.037 hartree.

Mulliken population analysis, charges in e, atoms 1 to 6: -1.1493, 0.5730, -1.3542, -0.5604, 0.3321, 0.2901

***

Entry 10:
This record from OMol25 describes 2 unconnected molecules or ions with the total composition C3H8O2. The level of theory is wB97M-V/def2-TZVPD.

Structure (XYZ):
```
13
Properties=species:S:1:pos:R:3
O 0.49395 -0.65817 -1.98146
C 1.64755 -1.18462 -1.77876
H 1.88847 -2.22621 -2.08375
H 2.34509 -0.71037 -1.05712
C -0.57239 1.08286 0.61901
O 0.62242 1.25175 1.36572
C -1.13776 -0.32845 0.57961
H -1.39594 1.71832 0.97901
H -0.37818 1.33907 -0.42556
H 0.41256 1.78349 2.14653
H -1.63780 -0.66978 1.49621
H -1.90687 -0.32815 -0.18707
H -0.38111 -1.06974 0.32763
```

The spin multiplicity is 2. Its net charge is -1. The value obtained for the LUMO energy (spin up / spin down) is 0.133 / 0.133 hartree.

Mulliken population analysis, charges in e, atoms 1 to 6: -0.7272, -0.5355, 0.1324, 0.2050, -0.2392, -0.5242

***

Entry 11:
This record from OMol25 describes a molecular structure, C3H8O2. The level of theory is wB97M-V/def2-TZVPD.

Structure (XYZ):
```
13
Properties=species:S:1:pos:R:3
C 0.92424 0.45122 0.48126
O 1.12689 -0.74280 1.13862
C 0.23025 -1.51067 0.41481
C -0.71465 -0.50140 -0.10713
O -0.92298 1.67804 -1.32757
H 0.99708 1.22674 1.26410
H 1.66751 0.60636 -0.31752
H 0.03464 1.69962 -1.08305
H 0.75106 -2.02390 -0.39709
H -0.19222 -2.25951 1.06790
H -1.19011 -0.78779 -1.06217
H -1.48381 -0.12242 0.55769
H -1.22790 2.28650 -0.62984
```

Its net charge is 0. The value obtained for the LUMO energy is 0.030 hartree.

Mulliken population analysis, charges in e, atoms 1 to 6: -0.6804, -0.3687, -0.2736, -0.3755, -0.6576, 0.3032

***

Entry 12:
This record from OMol25 describes 2 unconnected molecules or ions with the total composition C3H8O2. The level of theory is wB97M-V/def2-TZVPD.

Structure (XYZ):
```
13
Properties=species:S:1:pos:R:3
O -0.71756 0.38693 2.19760
C -0.48949 -0.82530 2.33096
O 0.76811 -1.32044 2.16583
H -1.31835 -1.52628 2.63159
H 1.41403 -0.64604 1.94750
C 0.65486 0.05248 -1.38014
C -0.60891 0.88907 -1.48779
H 0.52033 -1.03411 -1.24160
H 1.15225 0.42469 -0.46383
H 1.37962 0.22210 -2.13767
H -1.21949 0.91762 -0.55966
H -0.27125 1.90614 -1.68841
H -1.26415 0.55315 -2.31438
```

Its structure (SMILES) is O=CO.CC. Its net charge is 0. The value obtained for the LUMO energy is 0.031 hartree.

Mulliken population analysis, charges in e, atoms 1 to 6: -0.5027, 0.2427, -0.4195, 0.3394, 0.3395, -0.7383

***

Let's list energy above the lowest of the compared OMol25 structures with the same formula, charge and spin in order: 108.5, 158.4, 251.9, 320.2, 168.0, 287.1, 420.7, 351.2, 20.6, 60.2, 393.8, 63.1 kJ/mol.
Let's list molecular weight in order: 90.17, 90.17, 122.24, 154.31, 60.10, 60.10, 60.10, 60.10, 60.10, 76.09, 76.09, 76.09 u.
Let's list F_max in order: 4.08, 4.16, 7.47, 4.64, 1.74, 0.59, 0.25, 0.90, 0.63, 1.16, 2.23, 3.66 eV/Å.